## i
63
Properties=species:S:1:pos:R:3:nbo_charge:R:1 method="wB97M-V/def2-TZVPD" smiles="CCOc1cccc(N2C(=O)C[C@@H](N(CCc3ccc(OC)c(OC)c3)C(=O)CC)C2=O)c1" spin_multiplicity=1 molar_mass_g_mol=454.52
C -2.950 2.554 3.907 -0.652
C -2.790 1.097 4.332 -0.063
O -2.125 0.300 3.369 -0.508
C -0.797 0.444 3.167 0.403
C 0.052 1.267 3.901 -0.326
C 1.402 1.323 3.597 -0.188
C 1.937 0.557 2.580 -0.270
C 1.091 -0.279 1.862 0.225
N 1.640 -1.105 0.842 -0.516
C 1.470 -2.481 0.817 0.707
O 0.781 -3.105 1.575 -0.549
C 2.333 -3.026 -0.302 -0.515
C 2.855 -1.797 -1.047 -0.165
N 2.353 -1.683 -2.404 -0.433
C 0.927 -1.488 -2.570 -0.224
C 0.522 -0.001 -2.704 -0.446
C -0.580 0.371 -1.750 -0.042
C -1.784 -0.310 -1.762 -0.189
C -2.805 0.042 -0.891 -0.303
C -2.644 1.090 -0.002 0.241
O -3.600 1.536 0.861 -0.497
C -4.789 0.794 0.977 -0.251
C -1.412 1.779 0.031 0.346
O -1.321 2.782 0.947 -0.507
C -0.116 3.505 1.019 -0.255
C -0.403 1.410 -0.840 -0.314
C 3.270 -1.694 -3.413 0.699
O 4.454 -1.847 -3.183 -0.628
C 2.754 -1.568 -4.832 -0.493
C 2.465 -2.957 -5.403 -0.595
C 2.424 -0.614 -0.182 0.710
O 2.694 0.544 -0.354 -0.566
C -0.260 -0.338 2.140 -0.295
H -3.692 3.036 4.539 0.210
H -2.014 3.100 3.987 0.205
H -3.270 2.594 2.870 0.248
H -2.288 1.019 5.305 0.170
H -3.775 0.629 4.417 0.191
H -0.321 1.866 4.715 0.219
H 2.046 1.972 4.171 0.217
H 2.988 0.601 2.344 0.227
H 3.142 -3.608 0.142 0.255
H 1.761 -3.701 -0.938 0.247
H 3.948 -1.796 -1.148 0.289
H 0.582 -2.061 -3.432 0.213
H 0.432 -1.906 -1.689 0.213
H 1.395 0.623 -2.511 0.238
H 0.189 0.202 -3.725 0.216
H -1.943 -1.120 -2.459 0.198
H -3.732 -0.507 -0.927 0.220
H -5.375 1.294 1.747 0.197
H -5.357 0.790 0.040 0.175
H -4.586 -0.236 1.288 0.182
H 0.730 2.856 1.263 0.191
H 0.089 4.036 0.083 0.176
H -0.258 4.230 1.819 0.197
H 0.547 1.918 -0.819 0.237
H 3.555 -1.109 -5.414 0.239
H 1.875 -0.930 -4.889 0.209
H 3.361 -3.570 -5.353 0.222
H 2.156 -2.878 -6.442 0.215
H 1.677 -3.461 -4.846 0.198
H -0.914 -0.985 1.581 0.242

---

## ii
63
Properties=species:S:1:pos:R:3:nbo_charge:R:1 method="wB97M-V/def2-TZVPD" smiles="CC(=O)NCCCC(=O)N[C@@H](CCC(=O)OCc1ccccc1)C(=O)OCc1ccccc1" spin_multiplicity=1 molar_mass_g_mol=454.52
C 5.090 0.251 -1.217 -0.715
C 4.715 -0.405 0.094 0.693
O 4.526 0.213 1.125 -0.660
N 4.660 -1.752 0.021 -0.632
C 4.179 -2.561 1.114 -0.227
C 2.668 -2.817 1.048 -0.388
C 2.242 -3.559 -0.228 -0.505
C 2.200 -2.607 -1.409 0.710
O 3.084 -2.529 -2.245 -0.669
N 1.087 -1.851 -1.452 -0.627
C 0.961 -0.716 -2.333 -0.174
C -0.258 -0.801 -3.263 -0.378
C -1.528 -1.280 -2.544 -0.510
C -1.760 -0.439 -1.308 0.830
O -1.214 -0.651 -0.248 -0.655
O -2.591 0.554 -1.551 -0.491
C -2.802 1.537 -0.525 -0.118
C -3.997 1.203 0.325 0.021
C -3.895 0.236 1.318 -0.231
C -4.993 -0.084 2.096 -0.201
C -6.202 0.559 1.890 -0.211
C -6.311 1.520 0.900 -0.211
C -5.214 1.838 0.118 -0.226
C 0.944 0.583 -1.514 0.813
O 0.384 1.590 -1.864 -0.614
O 1.670 0.450 -0.417 -0.511
C 1.808 1.598 0.436 -0.112
C 0.637 1.742 1.368 -0.073
C -0.096 2.920 1.414 -0.200
C -1.177 3.038 2.273 -0.222
C -1.539 1.976 3.084 -0.214
C -0.811 0.798 3.040 -0.220
C 0.273 0.683 2.190 -0.137
H 6.147 0.084 -1.413 0.234
H 4.513 -0.179 -2.032 0.232
H 4.910 1.321 -1.157 0.231
H 4.666 -2.181 -0.894 0.421
H 4.411 -2.023 2.036 0.233
H 4.720 -3.512 1.106 0.192
H 2.151 -1.857 1.100 0.211
H 2.386 -3.408 1.921 0.212
H 2.946 -4.364 -0.444 0.226
H 1.250 -3.989 -0.084 0.224
H 0.433 -1.858 -0.678 0.432
H 1.874 -0.693 -2.944 0.268
H -0.042 -1.488 -4.081 0.221
H -0.426 0.196 -3.673 0.238
H -2.382 -1.180 -3.212 0.240
H -1.413 -2.323 -2.246 0.228
H -2.949 2.475 -1.063 0.201
H -1.899 1.595 0.089 0.224
H -2.949 -0.259 1.478 0.235
H -4.904 -0.834 2.868 0.211
H -7.058 0.311 2.501 0.213
H -7.253 2.023 0.735 0.213
H -5.301 2.588 -0.655 0.210
H 1.913 2.490 -0.189 0.200
H 2.733 1.410 0.990 0.252
H 0.175 3.744 0.771 0.216
H -1.743 3.957 2.301 0.215
H -2.388 2.065 3.745 0.217
H -1.088 -0.032 3.673 0.211
H 0.845 -0.232 2.158 0.204

---

Which one sits at the top of the stability order? ii does.

---

## i
9
Properties=species:S:1:pos:R:3:nbo_charge:R:1 method="wB97M-V/def2-TZVPD" spin_multiplicity=1 molar_mass_g_mol=149.02
C -0.666 -0.351 0.764 -0.053
C 0.398 0.263 -0.171 -0.082
F -1.931 -0.338 0.275 -0.341
S 0.317 -0.175 -1.889 0.125
Cl 2.260 -1.104 0.443 -0.330
Cl 0.898 1.871 0.258 0.107
H -0.781 0.289 1.699 0.197
H -0.383 -1.401 1.133 0.226
H -0.111 0.947 -2.512 0.151

---

## ii
9
Properties=species:S:1:pos:R:3:nbo_charge:R:1 method="wB97M-V/def2-TZVPD" smiles=FC(Cl)(Cl)CS spin_multiplicity=1 molar_mass_g_mol=149.02
F -0.340 0.055 1.551 -0.317
C -0.774 0.368 0.342 0.316
Cl -2.278 -0.620 -0.100 -0.069
Cl -1.063 2.022 0.013 0.045
C 0.322 -0.167 -0.659 -0.595
S 1.928 0.185 -0.028 0.006
H 0.174 0.138 -1.640 0.243
H 0.334 -1.255 -0.488 0.237
H 1.696 -0.726 1.009 0.135

---

Which one sits at the top of the stability order? ii does.

---

## i
15
Properties=species:S:1:pos:R:3:mulliken_charge:R:1 method="wB97M-V/def2-TZVPD" charge=-1 spin_multiplicity=1 molar_mass_g_mol=85.13
C 1.277 -0.850 0.629 -0.767
O 4.383 -0.271 -0.440 -1.121
C 0.163 -0.010 0.074 0.132
C -1.096 -0.121 0.654 -0.461
C -2.213 0.744 0.368 -0.043
C -2.903 0.719 -0.787 -0.834
H 1.399 -0.683 1.704 0.225
H 5.081 0.311 -0.766 0.126
H -0.701 -0.769 -0.432 -0.052
H 2.278 -0.771 0.213 0.257
H 0.430 0.881 -0.509 0.448
H 0.945 -1.886 0.560 0.295
H -2.695 1.283 1.172 0.282
H -2.480 0.236 -1.663 0.258
H -3.868 1.186 -0.778 0.254

---

## ii
15
Properties=species:S:1:pos:R:3:nbo_charge:R:1 method="wB97M-V/def2-TZVPD" charge=-1 spin_multiplicity=1 molar_mass_g_mol=85.13
C -1.711 0.058 0.704 0.030
O -2.721 0.829 0.316 -0.918
C -0.189 0.535 0.463 -0.500
C 0.887 -0.516 0.618 -0.275
C 1.764 -0.820 -0.377 -0.354
C 2.021 -0.111 -1.579 -0.398
H -1.692 -0.170 1.816 0.062
H -1.655 -0.945 0.172 0.049
H 0.010 1.350 1.158 0.186
H -0.030 1.024 -0.538 0.169
H 1.191 -0.775 1.680 0.190
H 0.431 -1.228 -1.571 0.176
H 2.580 -1.568 -0.139 0.192
H 1.693 0.924 -1.781 0.205
H 2.977 -0.251 -2.079 0.187

---

Which one sits at the top of the stability order? i does.

---

## i
16
Properties=species:S:1:pos:R:3:nbo_charge:R:1 method="wB97M-V/def2-TZVPD" smiles=N[C@@H](CO)CSS spin_multiplicity=1 molar_mass_g_mol=139.25
N 1.378 -1.248 -0.255 -0.826
C 0.538 -0.067 0.016 -0.115
C 0.910 1.081 -0.909 -0.055
O 2.143 1.666 -0.527 -0.713
C -0.949 -0.348 0.012 -0.526
S -1.523 -1.081 1.598 0.071
S -3.082 0.286 1.874 -0.155
H 0.787 -2.084 -0.226 0.357
H 1.647 -1.234 -1.240 0.347
H 0.758 0.289 1.018 0.207
H 0.977 0.737 -1.945 0.153
H 0.178 1.875 -0.817 0.186
H 2.836 0.989 -0.524 0.471
H -1.309 -1.040 -0.750 0.222
H -1.533 0.562 -0.142 0.233
H -3.756 -0.384 2.818 0.144

---

## ii
16
Properties=species:S:1:pos:R:3:nbo_charge:R:1 method="wB97M-V/def2-TZVPD" smiles=N[C@@H](CO)CSS spin_multiplicity=1 molar_mass_g_mol=139.25
N -1.217 1.720 -0.572 -0.809
C 0.145 1.204 -0.847 -0.093
C 1.196 2.255 -0.506 -0.072
O 2.514 1.841 -0.846 -0.724
C 0.410 -0.040 -0.026 -0.563
S -0.792 -1.345 -0.288 0.117
S -0.897 -2.248 1.559 -0.131
H -1.471 2.344 -1.336 0.355
H -1.125 2.357 0.213 0.345
H 0.272 1.040 -1.917 0.191
H 0.992 3.244 -0.894 0.171
H 1.198 2.443 0.588 0.164
H 2.771 2.268 -1.668 0.472
H 0.429 0.257 1.029 0.224
H 1.408 -0.439 -0.201 0.234
H 0.061 -3.160 1.351 0.120

---

Which one sits at the top of the stability order? ii does.

---

## i
10
Properties=species:S:1:pos:R:3:nbo_charge:R:1 method="wB97M-V/def2-TZVPD" spin_multiplicity=1 molar_mass_g_mol=96.13
C 0.411 0.152 0.565 -0.596
C -0.645 0.024 -0.647 -0.679
O -2.229 1.550 0.631 -0.760
F -2.929 -1.759 0.237 -0.647
S -2.367 0.521 -0.403 1.464
H 1.298 -0.244 0.278 0.222
H 0.360 1.229 1.000 0.241
H 0.017 -0.593 1.253 0.234
H -0.696 -0.896 -1.341 0.270
H -0.176 0.760 -1.376 0.250

---

## ii
10
Properties=species:S:1:pos:R:3:nbo_charge:R:1 method="wB97M-V/def2-TZVPD" spin_multiplicity=1 molar_mass_g_mol=96.13
C -0.914 0.466 -0.176 -0.872
C 2.180 -0.818 -0.074 0.059
O -3.459 0.209 0.495 -0.801
F 2.313 0.167 0.845 -0.344
S -2.248 0.882 0.976 0.941
H -0.055 0.115 0.459 0.236
H -0.559 1.429 -0.734 0.239
H -1.259 -0.293 -0.905 0.252
H 2.631 -0.638 -1.030 0.147
H 1.370 -1.519 0.143 0.143

---

Which one sits at the top of the stability order? i does.

---

## i
11
Properties=species:S:1:pos:R:3:nbo_charge:R:1 method="wB97M-V/def2-TZVPD" charge=+2 spin_multiplicity=1 molar_mass_g_mol=281.45
Tl -0.377 1.215 3.277 1.168
O 2.114 2.090 2.278 -0.304
H 2.262 2.718 1.545 0.477
C -0.377 -0.423 -0.460 0.734
O 0.003 0.236 0.493 -0.495
N -1.252 -1.364 -0.410 -0.692
N 0.120 -0.394 -1.672 -0.633
H -1.473 -1.773 -1.306 0.435
H -1.665 -1.491 0.504 0.433
H -0.101 -1.160 -2.292 0.431
H 0.747 0.346 -1.956 0.446

---

## ii
11
Properties=species:S:1:pos:R:3:nbo_charge:R:1 method="wB97M-V/def2-TZVPD" charge=+2 spin_multiplicity=1 molar_mass_g_mol=281.45
Tl -12.180 14.958 -12.249 0.998
O -13.807 12.993 -11.000 -0.401
H -14.648 12.995 -10.492 0.485
C -13.594 15.274 -8.884 0.702
O -12.815 15.875 -9.622 -0.558
N -14.497 15.894 -8.069 -0.660
N -13.600 13.884 -8.856 -0.408
H -15.203 15.306 -7.647 0.423
H -14.438 16.889 -7.880 0.480
H -12.998 13.316 -9.453 0.482
H -14.292 13.480 -8.226 0.456

---

Which one sits at the top of the stability order? ii does.